# 1
Below is a 3-piece molecular cluster, C20H50BClN6O5P2 overall, with properties calculated with the ωB97M-V functional and the def2-TZVPD basis.

For the electronic energy, the calculation gives -72501.4218 eV. As for the HOMO-LUMO gap: 0.2776 Ha. Its SMILES is CB(O)[C@H]1C[C@H](CCCCl)OC1=O.CN(C)P(=O)(N(C)C)N(C)C.CN(C)P(=O)(N(C)C)N(C)C. The calculation puts the molecular weight at 562.87 g mol⁻¹. The total charge is 0.

Geometry as XYZ:
```
85
C20H50BClN6O5P2 the ωB97M-V functional and the def2-TZVPD basis
O 2.2865 -1.0881 0.4396
H -0.8547 -3.3973 -4.9147
H 0.3079 4.9313 -0.3659
H 3.2368 1.1263 1.5161
H 4.9716 1.2482 1.7299
H -0.9957 6.4937 1.8984
O 2.2507 -3.2611 -4.1631
H -2.3494 -5.0928 -3.6178
H 1.2020 0.0397 -5.4139
H -3.5817 -1.4065 -2.9945
H 1.2565 -0.5785 4.0464
C -4.1799 -2.2586 -3.3413
H -2.1324 1.0449 3.4428
B 1.0240 -0.3727 -3.5525
H -2.8638 -2.6633 -4.9622
H 2.5900 -4.0462 3.8813
C 3.2885 -3.2256 4.0742
C 0.7384 -1.7961 -2.8947
H 0.8947 5.3207 1.2675
H 1.4442 -3.4696 -0.1687
C 0.2927 4.6193 0.6854
H 0.7434 -2.2742 4.0333
C 4.0822 0.7220 2.0804
C -1.6444 5.8704 1.2734
H 4.1362 -3.0168 -0.2473
H -1.8694 4.1677 -2.0091
N 2.8272 -3.2120 1.4331
P -1.9489 3.1213 0.5093
H 4.8597 -3.7389 1.2086
H -4.0580 -3.9338 -4.7228
H -5.0781 4.7105 -0.6490
C -3.0583 3.4345 3.1031
H -4.6702 4.6527 1.0318
N -2.4701 2.6156 2.0677
H 6.2694 -0.5945 2.0551
H -3.3616 5.0885 -2.1596
H -3.5342 2.7917 3.8494
N 2.8082 -1.9447 3.5855
H -1.2891 0.8772 1.9154
H 3.9195 0.9616 3.1415
H 3.4315 -3.1570 5.1580
C -2.9256 4.1865 -1.7228
C 1.2890 -3.0808 -3.5661
H 1.0751 -1.8688 -1.8446
H -2.3647 -3.8975 -2.2887
C 1.5655 -1.5987 4.2994
H -1.7223 6.3495 0.2921
N -1.0832 4.5322 1.2086
H -2.3207 4.0580 3.6284
C 5.4387 -1.1951 2.4364
H 0.8359 1.1662 -1.9275
H -4.7569 -2.7125 -2.5275
H 1.7080 -1.6304 5.3819
O 1.8176 -0.1712 -4.6924
P 2.6869 -1.5264 1.8432
Cl -5.4137 -1.5089 -4.4725
H -3.4121 3.3111 -2.1691
H -4.8721 3.1330 0.1294
H 5.6658 -2.2157 2.1382
C -3.3729 -3.2651 -4.1851
H -0.7020 2.0555 3.1004
O -2.4665 1.8891 -0.2258
N 4.1985 -0.7151 1.8699
H -1.4829 -1.8463 -2.2762
H 3.7707 -4.6779 0.2458
H -1.0606 -1.3292 -3.9677
C -2.2605 -4.0179 -3.3794
H -3.8552 4.0721 2.7282
C -1.6080 1.6057 2.6668
H 1.5711 -4.8374 0.9586
C -4.4815 4.1560 0.0786
C -0.8013 -1.9975 -3.1200
C 0.3279 0.9020 -2.8722
H 0.3912 1.7863 -3.5368
C -0.8971 -3.4301 -3.8113
H 4.2582 -3.4874 3.6558
O 0.2869 -4.0440 -3.3210
N -3.0668 4.2073 -0.2669
C 3.9466 -3.6656 0.6157
H 0.7843 3.6425 0.7521
H -0.7525 0.7294 -2.7140
H 0.7192 -3.3767 1.4455
C 1.5819 -3.7475 0.8831
H -2.6242 5.8827 1.7462
H 5.4626 -1.1308 3.5335
```



# 2
Below is a 5-piece molecular cluster, C20H50F5IN4O7PS overall, with properties calculated with the ωB97M-V functional and the def2-TZVPD basis.

For the electronic energy, the calculation gives -83647.4132 eV. As for the HOMO-LUMO gap: 0.2729 Ha. The calculation puts the molecular weight at 743.58 g mol⁻¹. The total charge is -1.

Geometry as XYZ:
```
89
C20H50F5IN4O7PS the ωB97M-V functional and the def2-TZVPD basis
H -0.4642 -2.8206 2.9252
H -2.5018 -0.7967 -1.5463
C 0.1194 6.4633 0.1695
C 2.0185 -5.0287 2.8111
H 5.0175 3.2776 -0.1279
N 0.5116 -3.1110 2.8631
H -0.5109 -2.2224 -4.2098
H 2.7419 2.4196 -0.2212
C 0.5626 -4.5742 2.7484
C -4.6777 -3.3708 1.8190
F 5.0098 -0.8509 -2.4457
H -2.9885 5.0254 0.8888
O 0.1404 -4.3597 0.2917
H 0.0552 -5.0043 3.6217
H -2.8314 6.7511 0.6009
C -0.1869 -5.0704 1.4900
C -4.0306 -1.5708 3.2616
C 3.2387 2.0454 -1.2217
H 5.0906 1.8119 -2.6630
N -5.7878 -2.0217 0.0413
H -1.4933 1.0619 -1.8967
O -3.7634 -2.2998 2.0743
O 1.9425 4.1116 -2.2861
H -1.9199 5.9909 1.9195
H 2.6700 -4.4523 2.1474
H -0.1018 2.1422 -1.8744
H 0.4136 6.4911 1.2256
H -2.6589 -2.5223 -1.2584
I 2.3536 1.9948 -4.4558
H 2.4126 -4.9007 3.8261
H -0.5886 8.4686 1.5492
O 0.3036 0.2414 -2.4964
H -0.8405 5.3254 -2.0626
H -1.5903 -1.5569 -0.2277
C -2.2727 5.8559 0.8903
C 0.4490 -1.0845 -1.9777
C -6.9749 -2.2668 2.1582
H 1.5167 -5.8529 -0.2163
H -7.0252 -2.8273 3.0991
S 5.7461 0.7182 -0.3287
H -0.2590 0.9208 -0.5980
H 0.7432 -1.0567 -0.9216
H 0.8205 -2.7243 1.9645
C 1.3457 -4.7787 -0.3281
H -6.5092 -3.8311 0.7988
C -1.1118 5.5546 -0.0539
H 0.9645 6.0237 -0.3745
C 6.8851 -1.9098 -1.1005
O -0.0259 7.7892 -0.3492
H -4.7166 -0.7487 3.0474
C -6.0121 -2.9276 1.1752
H -3.0907 -1.1325 3.6070
H 3.0818 0.8771 -1.3019
H -5.2287 -2.5067 -0.6606
H -0.7965 4.5223 0.1457
H -0.4669 -3.0255 -2.0015
C 2.4760 2.8810 -2.4468
H -5.1667 -1.2734 0.3678
H -1.2592 -4.9030 1.6498
F 5.9414 -2.7204 -0.2946
H -1.7067 6.6209 -1.6702
P 5.1060 2.5212 -1.3793
H -7.9857 -2.2331 1.7350
H 2.1132 -6.0885 2.5473
F 7.1536 0.1868 -2.6689
F 8.1332 -1.7020 -0.2773
H -4.8452 -3.9615 2.7277
H -0.0616 -6.1504 1.3458
H -0.4313 9.6900 0.2728
C -0.7587 8.6694 0.4879
O 4.6732 0.1687 0.6441
N -1.2605 -1.9199 -3.5877
H -1.3771 -0.9269 -3.8174
H -6.6984 -1.2339 2.3908
C -0.4291 1.1217 -1.6593
C -0.7822 -1.9931 -2.2011
H 6.5036 2.8620 -1.5201
H -1.8228 8.6097 0.2505
N -1.5901 5.6279 -1.4405
H 2.1878 -4.2111 0.0729
C -1.9431 -1.6919 -1.2569
F 7.2215 -2.7174 -2.3270
H 4.6893 3.7427 -2.0544
H -4.4279 -2.2071 4.0572
H 1.2738 -4.5498 -1.3946
H -4.1665 -4.0337 1.1101
H 1.2941 -1.5241 -2.5217
O 6.9657 1.1551 0.5704
C 6.2526 -0.4926 -1.6669
```



# 3
Below is C20H50N2O4Si2Y as an isolated structure, with properties calculated with the ωB97M-V functional and the def2-TZVPD basis.

For the electronic energy, the calculation gives -49510.7611 eV. As for the HOMO-LUMO gap (spin up / spin down): 0.2763 / 0.2765 Ha. The calculation puts the molecular weight at 527.71 g mol⁻¹. The total charge is +1.

Geometry as XYZ:
```
79
C20H50N2O4Si2Y the ωB97M-V functional and the def2-TZVPD basis
H -4.5130 -0.9157 3.3213
Si -3.3407 -0.2343 1.2799
C -0.1370 1.2427 4.6406
H 1.1500 -1.7288 5.7935
H -1.1526 -0.5877 -4.5929
H 0.0113 -0.7306 6.7489
H 2.9044 0.3185 -5.7488
H 1.5812 -1.1651 -0.2097
H -4.7732 -1.9354 0.2086
H -1.9302 -2.1515 0.6273
H -1.6495 -2.2792 -4.2914
H 4.3510 -1.7759 -0.2651
H -5.1427 0.6519 2.7554
C 0.1017 -2.3889 -2.2303
H 1.6474 -0.1326 6.4311
H 4.5144 -0.4951 -1.4758
Y -0.3067 0.1899 1.5314
H -0.2795 2.3771 -5.1432
C 3.6775 2.1514 0.1214
C -2.7407 1.4513 0.6337
C 1.6223 -0.0754 -0.0072
H -2.8558 -1.0040 -4.4276
H -2.5272 -1.6742 -2.0508
C -4.6495 -0.8531 0.0825
H 1.0517 2.6474 -3.0162
H -1.1285 3.4323 -4.0192
C 0.8158 -0.7102 5.9965
C -1.8512 -0.9811 -2.5603
C -0.2670 2.1979 5.7650
N 0.3852 -0.7501 3.5559
O -0.5707 -1.1410 -1.8865
C -0.7835 2.4068 -4.1733
C 3.7766 0.1480 2.3769
C -4.2284 0.0585 2.9032
H -0.3610 2.0434 -2.0762
H -0.0256 -4.4700 -1.8442
H -0.7823 -3.4968 -0.5823
H -5.6226 -0.3831 0.2817
H 1.1178 -2.3076 -1.8218
H 0.7884 -2.5754 2.9614
O -0.9639 2.7276 3.0604
C 0.3398 -0.0825 4.7373
C -1.9210 -1.4284 1.4605
H 3.5226 1.0517 2.9449
C -0.6268 -3.5772 -1.6614
H 1.8174 1.6991 -5.5719
H 0.3429 3.0991 5.6088
H -1.3092 2.5164 5.8974
H -3.5925 0.5789 3.6310
O 1.0674 -1.9988 3.6995
H -3.1445 1.5366 -0.3850
H -1.6687 1.7626 -4.2024
Si 3.3532 0.3592 0.5657
H 5.5913 -0.5318 -0.0692
H 4.7420 2.3149 -0.0960
C 1.9397 0.6358 -5.3405
H 2.2309 -0.6507 -3.6089
C 4.5615 -0.7076 -0.4004
H -1.6684 1.7615 0.5668
H 2.6635 1.0708 -3.3331
H 3.0937 2.4467 -0.7594
H -2.1747 0.0445 -2.3265
H 0.1798 -2.4395 -3.3239
C -1.8528 -1.2295 -4.0457
H 1.1603 0.0502 -5.8478
C 1.9907 0.3866 -3.8594
N -0.4757 1.5853 3.3581
H -3.2242 2.2149 1.2604
H 0.3509 -0.0122 -2.4828
H 3.3957 2.8080 0.9544
H -1.9898 -2.0536 2.3794
H 0.0605 1.7322 6.7030
C 0.1386 2.0494 -3.0503
O 0.6232 0.6138 -3.2688
H -4.4040 -0.6655 -0.9705
H -1.5944 -3.7279 -2.1568
H 4.8609 -0.0117 2.4888
H 3.2636 -0.7010 2.8435
H 1.4430 0.3973 -0.9922
```



# 4
Below is C20H51BCrF10N4O10S2 as an isolated structure, with properties calculated with the ωB97M-V functional and the def2-TZVPD basis.

The spin multiplicity is 5. For the electronic energy, the calculation gives -125928.6490 eV. As for the HOMO-LUMO gap (spin up / spin down): 0.1934 / 0.1293 Ha. The calculation puts the molecular weight at 824.57 g mol⁻¹. The total charge is +2. The expectation value of S² is 6.035.

Geometry as XYZ:
```
99
C20H51BCrF10N4O10S2 the ωB97M-V functional and the def2-TZVPD basis
C 18.3728 3.2900 -6.2290
H 17.1888 1.1142 -3.8927
C 19.5748 3.4044 -7.1108
S 24.1925 7.2673 -3.2020
C 22.6769 1.6680 -0.7994
O 23.4896 2.8288 -5.2775
H 18.5961 3.8937 -5.3494
O 21.4813 10.7130 -3.6718
H 20.1919 6.1548 2.1102
H 18.4603 2.5270 -3.0637
H 21.6580 6.9237 2.0130
N 21.5567 8.0947 -0.2433
F 25.3535 4.9697 -2.3746
C 20.7338 1.0016 -2.0270
O 16.7762 1.3285 -3.0528
F 26.2387 10.5015 -3.4900
H 25.4396 0.9587 -3.3628
F 19.9587 5.4453 -4.1846
H 21.2596 8.8987 -7.3668
H 20.4070 12.4383 -3.7912
F 21.2439 6.3839 -2.6589
H 19.8453 7.5976 -4.6564
O 19.1978 7.5869 -1.7901
H 23.7642 1.6958 -0.8700
N 20.6608 1.3476 -4.5231
C 24.2811 2.5755 -4.1005
H 20.6818 2.1705 -3.9379
F 24.5323 11.9948 -3.5132
H 20.6116 7.3972 -6.5097
H 17.7367 6.3374 -2.2032
H 16.9662 3.3849 -2.9258
F 25.5250 6.5978 -1.0264
O 25.4428 7.8850 -3.5533
O 25.1978 9.2870 -1.0149
H 21.9969 -0.9644 -3.4358
C 24.6893 6.0224 -1.8153
H 18.3763 2.8615 -0.5117
H 18.6487 8.1012 0.2215
H 19.3507 2.7997 -7.9896
C 20.9365 -0.9085 -3.6816
H 24.0606 0.4511 -4.4011
C 20.6331 7.0453 1.6626
H 22.2938 10.5742 -5.5855
C 20.2624 0.4973 -3.4183
O 23.5121 6.5879 -4.2961
B 20.8196 5.2248 -3.1959
H 19.5634 4.4608 -7.3790
N 20.2740 8.3696 -4.1661
H 20.3756 2.0280 -1.9479
C 20.6312 7.0711 0.1254
F 20.1538 4.4051 -2.3088
H 17.8459 1.2296 -0.8134
H 23.6330 2.6338 -3.2261
O 18.3252 1.9115 -5.8527
H 16.7265 2.6398 -0.6970
C 21.3763 10.3360 -5.0476
H 21.6664 1.3097 -4.6096
H 17.2303 8.1149 -2.0166
H 20.2776 7.9581 2.1407
H 20.3168 -1.6581 -3.1894
C 19.1217 7.2901 -0.3321
C 17.9420 7.3880 -2.4082
H 22.2426 12.6712 -4.0923
H 21.5724 12.2687 -2.4685
F 21.8356 4.5744 -3.7989
C 17.4744 2.4768 -2.6015
C 24.8579 10.6930 -3.5086
H 20.2861 0.3722 -1.2579
H 20.5394 10.8968 -5.4636
S 24.1354 9.6778 -1.9097
O 23.1766 10.5375 -1.3512
F 23.6128 5.5917 -1.2110
H 19.1813 0.3960 -3.5129
C 20.6393 8.4851 -6.5716
C 21.2109 8.8306 -5.1670
O 22.1896 1.0327 -1.9336
H 17.3440 3.5437 -6.4847
C 21.4372 12.1798 -3.5464
H 22.9996 3.5876 -4.9526
H 19.1551 1.6711 -5.4344
Cr 21.1886 8.2965 -2.3048
F 24.3853 10.0658 -4.6149
H 22.1680 8.4294 -4.8336
H 22.4890 1.0842 0.1017
C 17.6712 2.2683 -1.0940
H 19.4839 8.9978 -4.2010
N 23.1342 8.2544 -2.5674
H 17.8759 7.6017 -3.4750
H 22.3911 7.8429 0.2672
C 24.8443 1.1925 -4.2454
H 18.6977 6.2964 -0.1874
H 21.0222 6.0851 -0.1258
H 25.1012 3.2881 -4.0122
H 22.2951 2.6885 -0.8320
H 19.6260 8.8831 -6.6253
H 25.5303 1.1798 -5.0924
H 20.5370 3.1714 -6.6549
H 20.6730 -1.2273 -4.6900
H 21.2681 8.8606 0.3485
```